DFT (ωB97M-V/def2-TZVPD) results for a 3-piece molecular cluster, C18H37F9N2O4Si overall.

gap between HOMO and LUMO = 9.4 eV
2S+1 = 1

XYZ file:
```
71
C18H37F9N2O4Si | OMol25 | ωB97M-V/def2-TZVPD
F -1.2581 8.3549 -2.1278
C -1.4433 7.2024 -1.4998
F -1.3180 7.4107 -0.1856
F -0.4946 6.3483 -1.8796
C -2.8456 6.6438 -1.8601
F -3.7496 7.5863 -1.5758
F -2.8400 6.4458 -3.1925
C -3.2898 5.2933 -1.2157
F -4.4809 5.0279 -1.7687
F -2.4200 4.3432 -1.6379
C -3.4034 5.1896 0.3452
F -3.7113 6.4301 0.8244
F -4.4732 4.4051 0.6111
C -2.1787 4.6332 1.0298
C -2.3241 4.6779 2.5689
Si -1.0341 5.7548 3.4045
H -2.0611 3.6124 0.6588
H -1.3078 5.1961 0.6780
H -2.2229 3.6644 2.9759
H -3.3225 5.0244 2.8512
H -0.8228 6.9767 2.5962
H 0.2387 5.0088 3.5012
H -1.4700 6.1401 4.7648
C -1.6349 -3.2522 3.2684
O -0.4358 -2.8168 2.6646
C -0.5147 -2.6473 1.2546
C -0.2777 -1.2027 0.8787
N -1.3516 -0.3555 1.3692
C -1.1619 1.0703 1.1517
C 0.0224 1.7438 1.8375
O -0.1003 1.8247 3.2441
C 0.3150 0.6817 3.9675
H -1.4260 -3.3988 4.3266
H -2.4442 -2.5204 3.1638
H -1.9743 -4.2014 2.8412
H -1.4901 -2.9808 0.8866
H 0.2509 -3.2741 0.7941
H -0.2403 -1.1253 -0.2134
H 0.7139 -0.9177 1.2604
H -1.4923 -0.5345 2.3557
H -2.0750 1.5759 1.4788
H -1.0688 1.2400 0.0724
H 0.0802 2.7781 1.4853
H 0.9706 1.2612 1.5707
H 1.1306 0.1616 3.4568
H -0.5004 -0.0294 4.1289
H 0.6688 1.0224 4.9401
C 5.4432 -6.1483 -3.0687
O 4.9603 -4.8959 -2.6332
C 4.4800 -4.0551 -3.6741
C 3.0139 -3.7475 -3.4721
N 2.2132 -4.9531 -3.5953
C 0.7937 -4.7827 -3.3216
C 0.3909 -4.3442 -1.9195
O 0.6699 -5.3025 -0.9163
C 1.9536 -5.2178 -0.3284
H 5.8292 -6.6651 -2.1919
H 4.6581 -6.7607 -3.5262
H 6.2546 -6.0329 -3.7950
H 4.6324 -4.5361 -4.6452
H 5.0518 -3.1231 -3.6555
H 2.6968 -3.0338 -4.2393
H 2.9087 -3.2477 -2.4978
H 2.5927 -5.6678 -2.9862
H 0.2944 -5.7313 -3.5315
H 0.3950 -4.0487 -4.0307
H -0.6931 -4.1998 -1.9119
H 0.8490 -3.3839 -1.6473
H 2.2956 -4.1792 -0.2647
H 2.7059 -5.7907 -0.8780
H 1.8791 -5.6247 0.6798
```